ORCA calculation (ωB97M-V with the def2-TZVPD basis set) on C14H26Br12O8S2 as an isolated structure.

XYZ file:
```
62
Properties=species:S:1:pos:R:3:lowdin_charge:R:1
O 19.0184 1.0498 14.5911 0.0143
C 19.6452 0.3365 15.3585 -0.4968
O 19.4590 -0.9673 15.5136 0.0819
C 20.3158 -1.5105 16.4510 -0.1790
C 21.2519 -0.4292 16.8870 -0.1670
C 20.6859 0.7929 16.2738 -0.1458
H 20.9099 -2.3347 16.0562 0.1351
H 19.6777 -1.7073 17.3125 0.0066
H 22.2038 -0.6188 16.3909 0.1303
H 21.3270 -0.3273 17.9696 0.0253
H 21.4742 1.1890 15.6337 0.1519
H 20.3391 1.4434 17.0768 -0.0282
O 20.0387 -2.1867 20.9736 -0.5333
S 20.1786 -2.9067 19.6984 0.8758
O 19.8322 -2.1810 18.4413 -0.2758
O 21.7047 -3.5407 19.7380 -0.2120
C 22.2310 -4.0042 18.4712 -0.2867
C 23.6533 -4.3882 18.4696 -0.0671
C 19.3000 -4.5815 19.7559 -0.0332
H 22.2210 -3.1937 17.7424 0.1057
H 21.6429 -4.7698 17.9650 0.1250
H 24.2948 -3.6032 18.8698 0.0946
H 23.9421 -4.6340 17.4477 0.0967
H 23.8079 -5.2920 19.0591 0.0850
H 19.7114 -5.1296 20.6035 0.0811
H 19.3394 -5.0381 18.7669 0.0717
H 18.2907 -4.2259 19.9632 0.0704
O 19.3177 1.6702 17.9684 -0.4390
S 20.0706 1.1274 19.0586 0.7060
O 21.4857 0.7639 18.8662 -0.3826
O 19.8029 1.9681 20.4960 -0.3900
C 20.6463 3.0824 20.7213 -0.5741
C 20.1228 4.0712 21.7128 -0.2014
C 19.2206 -0.4453 19.5116 -0.3217
H 20.9776 3.5385 19.7884 -0.1343
H 21.6528 2.8235 21.0500 -0.0233
H 20.3247 3.6576 22.7009 -0.0207
H 19.0379 4.1299 21.6261 0.0448
H 20.5243 5.0845 21.7223 0.0358
H 18.1541 -0.2764 19.3631 0.0874
H 19.5310 -0.7013 20.5247 -0.2313
H 19.4948 -1.2325 18.8094 -0.1836
C 23.6688 4.8395 20.4076 -1.2978
Br 22.4016 4.4876 18.9263 0.6846
Br 23.9466 3.3593 21.7157 0.4348
Br 22.9925 6.3979 21.3913 0.5760
H 24.6236 5.0305 19.9177 -0.0160
C 20.0083 4.1327 17.5971 -1.5075
Br 18.9900 4.8060 19.1338 0.8134
Br 21.1824 5.4722 16.8660 0.5789
Br 18.8718 3.4698 16.1439 0.8170
H 20.7016 3.3263 17.8362 -0.0903
C 22.7219 0.6915 22.6322 -1.2489
Br 21.3192 -0.0463 21.4204 0.9235
Br 22.0208 2.3419 23.4316 0.5644
Br 24.4152 0.9782 21.6330 0.5270
H 22.9212 -0.0761 23.3799 -0.0087
C 18.3462 0.7545 23.6211 -1.3115
Br 16.7883 0.1319 24.8047 0.4726
Br 18.4506 -0.2453 21.9094 0.8596
Br 20.0892 0.7827 24.5838 0.5576
H 18.1019 1.7454 23.2385 -0.0273
```

Calculated values
* spin multiplicity: 1
* DFT total energy: -893474.731 eV
* energy relative to the best compared isomer or geometry (same formula, charge and spin): 20.038 eV
* LUMO: -0.5 eV
* molar mass: 1345.336 g mol⁻¹
* max |F|: 14.4 eV/Å
* HOMO-LUMO gap: 7.68 eV